(1)
Molecular formula: C31H66ClN11O26Si
Method: DFT, ωB97M-V/def2-TZVPD

```
136
Properties=species:S:1:pos:R:3:forces:R:3:mulliken_charge:R:1
C 0.4768 -2.1335 2.9491 -1.3 -0.7 -1.0 0.4119
C -0.1056 -2.0455 1.8773 0.8 -0.4 0.1 -1.9290
C -0.9981 -2.0175 0.5927 1.5 0.4 1.8 1.5771
Cl -1.3399 -3.7586 0.3428 -0.6 1.1 -0.4 0.1055
O -2.0635 -1.1405 1.0288 0.7 0.5 0.3 -0.2877
C -1.3314 0.0693 1.2217 -0.2 -0.4 -1.2 -0.1157
O -1.6429 0.8887 2.0212 0.4 -0.3 -0.6 -0.5164
O -0.2765 0.1038 0.2994 -2.1 -0.1 2.1 -0.1993
C -0.4443 -1.1030 -0.5468 1.8 1.6 -0.6 1.8035
C 1.0380 -1.3130 -1.0785 0.6 -0.6 -0.4 -1.2196
C 1.5912 -2.7686 -0.9164 -0.4 0.1 0.0 -0.2585
O 2.8400 -2.9711 -1.5958 -0.4 -1.0 0.1 -0.5632
Si 2.9372 -4.6195 -2.0987 0.0 -0.4 -0.7 0.7786
C 2.2274 -5.8678 -0.8552 -0.2 -0.7 0.4 -0.8139
C 1.8601 -4.7919 -3.6922 -0.2 0.4 0.3 -1.0103
C 4.6954 -5.1808 -2.5233 1.0 0.5 0.0 -0.9602
C -1.4005 -0.5425 -1.6660 -0.4 -1.2 -0.7 -1.9700
C -2.3341 -1.6023 -2.3728 -0.4 0.7 -1.1 -0.0290
C -3.7754 -0.9660 -2.6187 0.3 0.0 0.0 0.3554
C -4.4827 -1.5205 -3.9017 -0.2 0.2 -0.1 -1.6225
C -4.6769 -0.9693 -1.3208 0.9 0.1 0.0 -0.8154
C -4.7299 -2.3328 -0.5504 -2.3 -1.1 1.5 0.7882
C -5.3030 -3.5262 -1.3818 0.6 -0.7 -0.1 -1.1603
C -4.6379 -4.7909 -1.5087 0.0 0.0 -0.1 0.7489
C -4.7932 -5.9588 -0.4883 2.3 0.6 0.2 -1.1276
C -3.7085 -5.0934 -2.7611 -2.2 -0.5 0.3 -0.9701
H 0.7875 -2.4751 3.9503 0.0 0.8 -1.2 0.3790
H 1.1225 -1.0586 -2.1706 -0.4 -0.3 1.0 0.3841
H 1.7098 -0.5747 -0.5629 -0.7 -0.8 -0.3 0.1745
H 0.8314 -3.4645 -1.3800 0.5 0.6 0.7 0.3648
H 1.7483 -3.0028 0.1692 -0.4 0.0 -0.9 0.1905
H 1.5662 -5.4404 -0.0671 0.4 -0.3 -0.5 0.0979
H 1.6163 -6.6247 -1.4243 0.5 0.8 0.4 0.3399
H 3.0136 -6.4762 -0.3279 -0.6 0.8 -0.4 0.3033
H 0.9015 -5.3347 -3.4651 0.9 0.4 -0.3 0.2919
H 1.5785 -3.7665 -4.0572 0.3 -0.9 0.1 0.2614
H 2.4471 -5.3366 -4.4765 -0.7 0.5 0.6 0.3222
H 4.7490 -6.2604 -2.8319 -0.4 0.9 0.3 0.2742
H 5.1265 -4.5916 -3.3822 -0.6 -0.6 1.0 0.1427
H 5.4246 -5.0751 -1.6704 -0.8 0.0 -0.6 0.3525
H -2.0455 0.3078 -1.3288 0.7 -0.9 0.3 0.4361
H -0.7322 -0.1068 -2.4560 -0.6 -0.3 0.9 0.3782
H -2.3815 -2.5998 -1.8827 0.0 0.8 -0.2 -0.1304
H -1.9230 -1.7656 -3.4081 -0.3 -0.1 1.0 0.4818
H -3.5609 0.1224 -2.8310 -0.3 -0.9 0.1 0.3916
H -4.8727 -2.5603 -3.8088 0.3 0.8 0.2 0.2368
H -5.3649 -0.8567 -4.1142 0.8 -0.6 0.0 0.4146
H -3.8085 -1.5153 -4.8023 -0.5 0.2 0.9 0.3557
H -5.6876 -0.5304 -1.5328 0.8 -0.7 0.1 0.5193
H -4.1900 -0.2373 -0.6130 -0.5 -0.7 -0.5 0.1292
H -3.7414 -2.6425 -0.1508 -0.7 0.4 -0.4 -0.6442
H -5.4026 -2.1934 0.3512 0.8 0.4 -0.6 0.5129
H -6.2580 -3.4315 -1.9694 1.8 1.0 -0.8 0.3779
H -5.7140 -6.5485 -0.7106 0.5 0.7 0.1 0.2823
H -4.7886 -5.6373 0.5820 -0.3 -0.1 -0.7 0.3019
H -3.9227 -6.6660 -0.6063 -0.8 0.5 0.2 0.3078
H -2.8267 -5.6425 -2.3422 -0.7 0.5 -0.4 0.3541
H -4.2178 -5.7611 -3.5036 0.7 0.5 0.2 0.3515
H -3.4183 -4.1184 -3.2104 -0.1 -1.0 0.2 0.1006
C 2.4582 1.1561 4.3379 -0.1 0.1 -0.3 -0.4704
N 3.0257 0.2458 5.3653 -0.1 0.2 -0.1 1.0474
O 2.6539 -0.9113 5.3437 0.1 -0.2 0.2 -0.5530
O 3.8227 0.7186 6.1441 0.0 -0.1 0.0 -0.6002
H 1.7713 0.5900 3.7143 0.1 0.0 0.1 -0.0039
H 1.9379 1.9604 4.8519 0.2 0.0 0.1 0.2177
H 3.2908 1.5368 3.7501 0.0 0.1 0.1 0.3433
C 1.2514 2.9727 -0.0369 0.0 -0.4 -0.2 0.5498
N 2.5985 3.4149 0.4058 -0.3 -0.3 -0.1 1.1361
O 3.4126 2.5555 0.6754 0.2 0.2 0.1 -0.6184
O 2.7921 4.6134 0.4675 0.1 0.1 0.0 -0.6192
H 1.2238 1.8888 -0.0444 0.2 0.1 0.0 -0.5550
H 0.5266 3.3728 0.6705 0.4 -0.2 -0.5 0.0593
H 1.0877 3.3700 -1.0371 0.1 0.0 0.1 0.2481
C 2.4546 -5.5106 4.4509 -0.1 0.2 0.2 -0.7539
N 2.2195 -5.8818 3.0308 0.0 0.0 0.0 0.8874
O 1.3177 -5.3159 2.4446 0.0 -0.1 0.0 -0.4866
O 2.9498 -6.7272 2.5593 -0.1 0.1 0.0 -0.5173
H 1.7343 -4.7505 4.7364 0.0 -0.1 -0.1 0.2530
H 2.3263 -6.4091 5.0498 0.1 0.0 -0.1 0.3115
H 3.4700 -5.1287 4.5262 0.0 -0.1 0.0 0.2970
C 6.0471 5.6509 -0.1536 -0.1 -0.3 0.1 -0.6325
N 6.5511 6.5531 -1.2221 0.0 -0.1 0.0 0.8823
O 6.8641 6.0486 -2.2811 0.0 0.1 0.0 -0.5247
O 6.6133 7.7362 -0.9571 0.0 0.0 -0.1 -0.5336
H 6.0457 4.6319 -0.5280 0.0 0.1 0.0 0.2925
H 6.7150 5.7481 0.6991 -0.1 0.1 0.0 0.2896
H 5.0386 5.9702 0.0974 0.1 0.0 0.1 0.2187
C 7.7653 -4.2565 -6.6540 0.2 0.1 -0.2 -0.7243
N 6.4036 -4.1878 -6.0625 0.0 0.1 -0.1 0.8575
O 5.6313 -3.3767 -6.5271 0.0 -0.1 0.1 -0.5180
O 6.1618 -4.9541 -5.1508 0.1 0.0 -0.4 -0.5182
H 7.8367 -3.5218 -7.4502 -0.1 0.0 0.1 0.2947
H 8.4778 -4.0393 -5.8618 0.0 -0.1 0.0 0.2922
H 7.9031 -5.2628 -7.0425 0.0 0.0 0.1 0.2886
C -2.0101 1.9059 5.5924 0.1 0.0 0.0 -0.8992
N -0.6388 2.2926 6.0169 -0.2 -0.3 -0.1 1.0343
O 0.1011 1.4112 6.3997 0.1 0.1 0.1 -0.5620
O -0.3503 3.4706 5.9446 0.1 0.0 0.0 -0.5793
H -2.1207 0.8324 5.7077 0.1 0.1 0.0 0.3200
H -2.7104 2.4362 6.2267 0.2 0.1 -0.1 0.4197
H -2.1226 2.1963 4.5495 0.0 0.0 0.1 0.2702
C -0.7758 5.8593 3.5560 -0.3 -0.3 0.2 -0.6230
N -0.9661 5.3461 2.1757 -0.3 0.4 0.3 0.9143
O -1.8091 5.8715 1.4785 0.2 -0.2 -0.1 -0.5801
O -0.2543 4.4199 1.8321 -0.4 0.4 0.4 -0.6038
H -1.4666 6.6743 3.7288 0.0 -0.1 -0.2 0.3087
H -0.9745 5.0329 4.2364 0.2 -0.1 -0.1 0.0804
H 0.2496 6.2018 3.6382 0.0 -0.2 0.0 0.3285
C -5.6777 -0.3751 5.7784 -0.1 -0.3 0.0 -0.7112
N -5.1422 0.6621 6.6989 -0.1 -0.1 0.1 0.9114
O -5.2271 0.4538 7.8887 0.1 0.1 -0.1 -0.5184
O -4.6536 1.6519 6.1865 -0.4 -0.1 0.1 -0.5542
H -6.0781 -1.1924 6.3702 0.1 0.1 0.0 0.3108
H -6.4586 0.0891 5.1808 0.1 0.0 -0.1 0.2880
H -4.8546 -0.7163 5.1541 -0.1 0.1 -0.1 0.2631
C -0.9264 4.9637 -1.5729 -0.2 0.3 0.1 -0.7809
N -1.0792 4.4106 -2.9436 -0.1 0.2 0.2 1.0050
O -1.9107 4.9192 -3.6682 0.2 -0.1 0.0 -0.5605
O -0.3555 3.4796 -3.2441 0.0 0.0 0.0 -0.5310
H -1.6287 5.7809 -1.4447 0.0 -0.1 -0.1 0.3952
H -1.1368 4.1615 -0.8693 0.1 0.1 0.0 0.1567
H 0.0983 5.3157 -1.4737 0.0 -0.1 0.0 0.3199
C 0.6634 10.4537 3.8342 0.2 0.2 0.1 -0.7493
N 0.2385 9.0317 3.7669 0.1 0.0 0.0 0.9146
O 1.0003 8.1978 4.2273 -0.3 0.3 -0.2 -0.5360
O -0.8442 8.8076 3.2548 0.4 0.1 0.2 -0.5112
H 1.6377 10.5039 4.3107 -0.1 -0.1 0.0 0.3186
H 0.7109 10.8296 2.8150 -0.1 0.0 0.1 0.2905
H -0.0810 10.9903 4.4177 0.0 0.0 -0.1 0.2814
C -1.5446 3.3970 -6.1613 -0.1 -0.1 0.1 -0.5422
N -1.9331 2.5025 -7.2846 0.0 0.0 0.1 0.8893
O -2.5250 1.4783 -7.0072 0.0 0.0 -0.1 -0.5230
O -1.6296 2.8614 -8.4040 -0.1 -0.1 0.0 -0.5551
H -1.8770 2.9532 -5.2319 0.0 -0.1 -0.2 0.1538
H -0.4617 3.4920 -6.1778 -0.1 0.1 -0.1 0.2846
H -2.0269 4.3570 -6.3245 0.1 0.0 -0.1 0.2869
```
Positions in Å, forces in eV/Å.

* SMILES: C#C[C@@]1(Cl)OC(=O)O[C@]1(CCO[Si](C)(C)C)CC[C@@H](C)CCC=C(C)C.C[N+](=O)[O-].C[N+](=O)[O-].C[N+](=O)[O-].C[N+](=O)[O-].C[N+](=O)[O-].C[N+](=O)[O-].C[N+](=O)[O-].C[N+](=O)[O-].C[N+](=O)[O-].C[N+](=O)[O-].C[N+](=O)[O-]
* M: 1072.5 g/mol
* DFT total energy: -123206.6617 eV
* total charge: 0

(2)
Molecular formula: C31H66ClNO12SSi
Method: DFT, ωB97M-V/def2-TZVPD

```
113
Properties=species:S:1:pos:R:3:forces:R:3:mulliken_charge:R:1
C 0.9874 -4.3762 3.7187 0.3 0.4 0.1 -1.2718
C 1.3114 -3.5570 2.4601 -0.8 -0.3 0.1 0.5908
O 1.7722 -4.3905 1.4114 0.4 0.3 0.3 -0.4692
C 2.4543 -3.6650 0.4007 -0.3 -0.5 -0.5 -0.6747
C 1.4866 -2.8266 -0.4768 0.3 -0.5 -0.2 0.6974
O 1.9523 -1.5400 -0.8317 0.1 -0.1 0.3 -0.4042
C 2.1314 -0.6661 0.2572 -0.4 0.6 0.2 -0.8042
C 0.8479 -0.2321 0.9710 0.0 0.2 0.2 1.5803
O 0.1416 0.7987 0.3056 0.3 -0.2 0.4 -0.5486
C 0.6020 2.0965 0.6099 -0.6 0.5 -0.9 -1.2514
C -0.4700 2.9572 1.3433 0.9 -0.6 0.1 2.4813
C -0.5629 2.6627 2.8663 0.7 -0.2 -0.4 -2.0898
C 0.7751 2.4233 3.6022 -0.6 0.0 0.5 -0.0826
C 0.7156 2.8947 5.0732 0.4 -1.2 -0.7 -0.9352
C 2.0187 2.4902 5.7925 0.0 0.9 0.4 -0.9978
O 1.7868 1.6146 6.9114 0.3 0.0 -0.7 -0.4332
C 1.4300 0.3506 6.5397 1.2 0.1 -0.6 0.7508
C 2.3218 -0.4859 5.6356 0.5 0.7 0.1 -0.6642
O 0.4316 -0.1091 6.9528 -2.0 -0.8 1.0 -0.5074
N -1.7459 2.5874 0.7574 0.0 0.7 0.5 0.2447
C -2.9150 3.2771 1.2798 -0.8 -0.4 -0.8 -0.7560
C -3.8148 2.4115 2.2061 1.0 0.5 0.8 -0.9035
O -3.7678 1.0269 1.9392 -1.2 0.4 -0.6 -0.3700
Si -4.7750 0.4850 0.7036 0.5 -1.3 -0.3 0.5300
C -6.5202 1.1918 0.7537 0.8 0.8 0.2 -1.1453
C -3.9485 0.7355 -0.9810 -0.4 0.0 0.3 -0.5903
C -4.9430 -1.3825 0.9786 0.0 0.9 0.6 -1.1164
C -0.0562 4.4481 1.1111 -0.8 0.2 0.3 -0.8640
C -0.3683 4.9925 -0.2959 0.9 0.5 -0.1 -1.4857
C 0.8734 5.1253 -1.2139 -0.9 -0.2 -1.1 -0.8701
C 0.5816 4.5963 -2.6529 0.2 -0.1 0.2 -0.9145
C 1.7610 3.7570 -3.1751 0.4 0.3 -0.7 -1.0451
S 1.1955 2.2281 -3.9488 0.0 0.3 1.3 0.9211
O 0.0317 2.4099 -4.7311 -0.1 0.6 -1.5 -0.5475
O 1.0583 1.3079 -2.8843 0.4 -1.0 0.9 -0.3130
Cl 2.8185 1.5986 -5.0515 -0.4 0.3 0.0 -0.2802
O 1.3085 4.6926 1.4674 -0.2 0.0 -0.1 -0.4514
C 1.4340 5.6272 2.5246 0.3 -0.2 0.0 -0.5891
H -0.0699 -4.2923 3.9622 0.0 -0.2 0.0 0.3219
H 1.2637 -5.4230 3.6060 0.0 0.0 -0.1 0.3400
H 1.5315 -3.9654 4.5726 0.0 -0.2 0.0 0.2476
H 0.3644 -3.0985 2.1483 0.2 0.3 -0.1 -0.0769
H 2.0247 -2.7513 2.6738 0.1 -0.1 -0.1 0.1082
H 3.3009 -3.0964 0.8010 -0.2 0.2 0.1 0.4249
H 2.8846 -4.4377 -0.2368 0.1 0.0 0.0 0.3890
H 1.3723 -3.3658 -1.4176 0.0 0.2 -0.1 -0.5191
H 0.4878 -2.8229 -0.0290 0.1 0.2 0.2 0.3068
H 2.5856 0.2387 -0.1551 0.0 -0.1 -0.1 0.4244
H 2.8313 -1.0356 1.0199 0.0 -0.3 -0.2 0.1241
H 0.1405 -1.0453 1.1284 0.1 -0.1 -0.2 0.0166
H 1.1342 0.1206 1.9729 0.0 -0.1 0.0 -0.9050
H 1.5747 2.1139 1.1025 -0.1 -0.1 0.1 0.4641
H 0.7480 2.5929 -0.3623 0.1 -0.1 0.1 -0.2825
H -1.1140 3.4695 3.3594 0.0 0.0 0.0 0.3688
H -1.1390 1.7401 2.9571 -0.2 0.1 0.1 0.6421
H 1.6569 2.7930 3.0782 -0.1 0.3 0.0 0.6158
H 0.8981 1.3400 3.6775 0.2 0.0 -0.2 -0.5526
H 0.4875 3.9556 5.1592 0.1 0.0 0.1 0.7662
H -0.0978 2.3129 5.5141 -0.1 0.3 0.3 0.3428
H 2.4741 3.3795 6.2267 0.1 -0.1 0.1 0.3385
H 2.7456 2.0596 5.0995 -0.1 -0.1 0.0 0.4129
H 2.0259 -1.5220 5.7542 -0.1 0.0 -0.1 0.2620
H 3.3785 -0.3777 5.8894 0.0 0.1 0.0 0.3747
H 2.2157 -0.1666 4.5987 -0.1 -0.1 0.0 0.0399
H -1.7222 2.5898 -0.2520 0.0 -0.1 0.1 0.2922
H -3.5310 3.5548 0.4137 0.1 0.1 0.1 0.5605
H -2.7055 4.2137 1.8099 0.1 0.0 0.0 0.3026
H -4.8228 2.8460 2.1876 0.0 -0.2 -0.1 0.4594
H -3.4536 2.5526 3.2311 -0.1 -0.2 0.0 0.3283
H -7.1194 0.7998 -0.0675 -0.1 -0.1 0.1 0.3616
H -6.4491 2.2801 0.6331 -0.2 -0.1 -0.2 0.3239
H -6.9865 1.0347 1.7268 -0.1 -0.3 -0.1 0.3185
H -4.2911 -0.0930 -1.6088 -0.1 0.2 -0.1 0.4389
H -2.8615 0.6547 -0.9201 0.0 0.0 0.1 -0.1130
H -4.2207 1.6825 -1.4537 0.1 -0.1 -0.1 0.2809
H -5.4090 -1.8654 0.1202 0.1 -0.1 0.0 0.3564
H -3.9885 -1.8289 1.2613 0.0 -0.1 -0.3 0.2883
H -5.6002 -1.4865 1.8488 0.0 -0.2 -0.1 0.2667
H -0.6455 5.0464 1.8157 -0.2 -0.1 -0.1 1.2070
H -0.7743 5.9985 -0.1684 -0.1 -0.1 0.0 0.4551
H -1.1346 4.4328 -0.8298 0.0 -0.2 0.3 0.4867
H 1.0905 6.1845 -1.3369 0.5 0.0 0.3 0.5640
H 1.7448 4.5808 -0.8620 -0.1 0.3 0.5 0.4968
H 0.4454 5.4179 -3.3545 -0.1 0.0 0.0 0.5621
H -0.3514 4.0323 -2.6920 0.1 -0.1 0.1 0.5154
H 2.4534 3.4281 -2.4013 -0.2 -0.2 0.1 0.4731
H 2.3589 4.3535 -3.8646 -0.1 -0.3 -0.3 0.6054
H 0.9664 6.5935 2.3033 -0.1 -0.1 -0.1 0.3611
H 1.0023 5.2100 3.4388 0.0 0.2 0.1 0.1372
H 2.5019 5.7897 2.6710 0.0 0.0 0.1 0.2692
C 0.3344 -2.1108 -5.0550 -0.2 -0.1 -0.2 -0.6585
O 0.6899 -3.2920 -5.7495 0.1 0.0 0.4 -0.3429
C 2.0736 -3.5921 -5.7155 -0.2 -0.1 -0.3 -0.4844
C 2.3460 -5.0298 -5.3088 0.1 -0.1 -0.1 -0.2805
O 2.0063 -5.3727 -3.9725 0.0 0.0 0.0 -0.4531
C 0.6358 -5.4196 -3.5996 0.0 0.1 0.1 -0.0219
C -0.2070 -6.4846 -4.2792 -0.2 0.3 -0.1 -0.8039
O -0.4198 -6.1918 -5.6510 0.4 -0.3 0.0 -0.2714
C -0.2719 -7.3006 -6.5143 -0.2 0.3 -0.1 -0.8279
H 0.4179 -1.2433 -5.7173 0.0 0.1 0.1 0.2955
H -0.7047 -2.2109 -4.7389 0.0 0.0 -0.1 0.3196
H 0.9440 -1.9585 -4.1594 0.0 0.0 0.0 0.2098
H 2.6185 -2.9142 -5.0513 -0.1 0.0 0.1 0.2883
H 2.4614 -3.4521 -6.7335 0.2 0.0 0.1 0.3858
H 3.4281 -5.1767 -5.3729 0.0 0.0 0.1 0.4104
H 1.9077 -5.7348 -6.0162 -0.2 0.1 0.0 0.1033
H 0.1755 -4.4348 -3.6906 -0.1 0.0 -0.2 0.0116
H 0.6430 -5.6541 -2.5310 0.1 -0.1 0.0 0.4360
H -1.1904 -6.4993 -3.7930 0.1 -0.1 0.2 0.3930
H 0.2651 -7.4624 -4.1433 0.0 0.0 -0.1 0.3635
H 0.5181 -7.9796 -6.1820 0.0 0.0 0.1 0.3864
H 0.0029 -6.9179 -7.4985 -0.1 0.0 0.0 0.2333
H -1.2185 -7.8427 -6.6077 0.1 -0.2 0.0 0.2943
```
Positions in Å, forces in eV/Å.

* SMILES: CCOCCOCCOC[C@](CCCCOC(C)=O)(NCCO[Si](C)(C)C)[C@H](CCCCS(=O)(=O)Cl)OC.COCCOCCOC
* M: 740.5 g/mol
* DFT total energy: -90509.0768 eV
* total charge: 0

| no. | LUMO energy (eV) | F_max (eV/A) |
| --- | --- | --- |
| 1 | -0.45 | 2.959 |
| 2 | 0.21 | 2.374 |